The following is a DFT calculation (ωB97M-V/def2-TZVPD) of a gas-phase ion, C11H13N3 (charge +2) at a distorted geometry.

The calculation puts the highest occupied orbital energy at -17.73 eV. The value obtained for the orbital gap is 9.44 eV. The total charge is +2. The calculation puts the relative energy (zero: lowest compared OMol25 entry of this formula, charge and spin) at 39.8 kJ/mol. The calculation puts the LUMO energy at -8.3 eV. As for the structure (SMILES): NC([n+]1ccccc1)[n+]1ccccc1.

Last column: natural (NBO) charge in e.
Cartesian coordinates (Å):
N  1.982427  -0.196024  -1.250292  -0.812
C  0.933251  0.237497  -0.031469  0.273
N  -0.151375  1.047352  -0.522410  -0.336
C  -0.306208  2.293108  0.046052  0.084
C  -1.080498  3.272711  -0.527317  -0.207
C  -1.769349  3.022274  -1.734165  -0.032
C  -1.783921  1.703664  -2.183395  -0.210
C  -0.929901  0.755507  -1.592086  0.079
N  0.469325  -1.063601  0.526084  -0.316
C  -0.466444  -1.033529  1.514640  0.081
C  -0.524177  -2.044880  2.436624  -0.221
C  0.377526  -3.035863  2.415913  -0.039
C  1.113576  -3.192636  1.247643  -0.204
C  1.188637  -2.160278  0.390782  0.088
H  1.568799  -0.546802  -2.065054  0.383
H  2.562133  0.625297  -1.425875  0.403
H  1.599687  0.762156  0.714254  0.269
H  0.375518  2.531555  0.882995  0.255
H  -1.027923  4.258942  -0.123153  0.279
H  -2.349974  3.735308  -2.258720  0.270
H  -2.557230  1.407206  -2.976470  0.295
H  -1.108633  -0.292925  -1.917830  0.262
H  -1.175305  -0.282321  1.459643  0.229
H  -1.336160  -1.826767  3.123666  0.281
H  0.678710  -3.698443  3.240566  0.280
H  1.767803  -4.010223  1.048098  0.274
H  1.949707  -2.268285  -0.438723  0.295

Atomic forces in eV per Å
N -1.01 2.28 4.77
C 3.65 -2.45 -3.64
N -1.07 1.99 0.25
C 1.16 0.11 -0.08
C 0.05 -0.24 -1.15
C 0.61 -1.35 1.36
C -0.45 -0.77 -0.36
C -1.96 -0.78 -0.80
N -0.63 1.64 0.85
C 1.17 -1.70 -0.89
C -2.43 2.85 0.32
C 2.29 -2.59 0.28
C -0.16 -0.28 1.10
C 2.35 -0.90 -2.82
H -1.13 -0.30 -1.37
H -0.20 -0.30 -0.16
H -1.14 -0.42 -0.83
H -0.63 -0.27 -0.47
H -0.18 0.43 0.39
H -0.35 0.88 -0.19
H 1.67 0.23 1.11
H 0.98 0.71 0.34
H -1.07 1.62 0.24
H 0.40 -0.79 0.61
H -1.01 0.20 -0.20
H 0.23 -0.57 0.23
H -1.16 0.78 1.10

The following is a DFT calculation (ωB97M-V/def2-TZVPD) of 5 unconnected molecules or ions with the total composition C32H74NO10.

The calculation puts the highest occupied orbital energy at -10.57 eV. The value obtained for the orbital gap is 7.56 eV. The total charge is +1. The calculation puts the LUMO energy at -3.0 eV.

Last column: Löwdin charge in e.
Cartesian coordinates (Å):
C  0.241353  2.966053  -0.277634  -0.083
C  -0.171643  2.596676  1.157503  -0.243
C  -0.210517  1.087717  1.400596  -0.203
C  -1.266909  0.316324  0.606593  -0.191
C  -2.721937  0.770416  0.822805  -0.156
C  -3.643533  0.502899  -0.384785  -0.093
C  -4.142668  1.632989  -1.310856  -0.293
C  -5.317433  1.037762  -2.143865  -0.158
C  -6.669581  0.792812  -1.472365  -0.073
C  -3.115703  2.170284  -2.351812  -0.269
O  -2.936974  1.379753  -3.489970  -0.097
C  -1.835851  0.459835  -3.439567  -0.196
C  -0.741241  0.834291  -4.423402  -0.212
C  0.566624  0.169321  -4.003307  -0.094
C  -3.729476  3.507492  -2.822661  0.002
N  -4.857375  3.800322  -1.855914  0.148
C  -4.516477  2.960953  -0.606345  -0.439
C  -5.625284  2.980711  0.426080  0.042
O  -3.342315  3.531518  -0.106647  0.031
H  -0.378307  3.764066  -0.691842  0.059
H  0.164617  2.111904  -0.955653  0.050
H  1.274016  3.311277  -0.317912  0.074
H  -1.131760  3.052017  1.409795  0.082
H  0.541926  3.032949  1.857863  0.099
H  0.770025  0.682891  1.129315  0.106
H  -0.334487  0.883341  2.468000  0.112
H  -1.011289  0.340982  -0.456055  0.077
H  -1.196293  -0.736947  0.890463  0.119
H  -2.749972  1.812916  1.130182  0.083
H  -3.125886  0.204136  1.664674  0.118
H  -3.134822  -0.205398  -1.044631  0.121
H  -4.535109  -0.030093  -0.048517  0.112
H  -4.928343  0.082827  -2.497677  0.130
H  -5.468191  1.618607  -3.059941  0.118
H  -6.578758  0.450407  -0.441683  0.074
H  -7.316813  1.672919  -1.473267  0.067
H  -7.212641  0.024036  -2.020708  0.088
H  -2.159192  2.366036  -1.863194  0.144
H  -1.412934  0.450441  -2.432516  0.091
H  -2.231284  -0.538940  -3.641913  0.137
H  -1.023800  0.554533  -5.439407  0.114
H  -0.635962  1.922305  -4.402266  0.114
H  1.298461  0.143905  -4.808898  0.082
H  1.012902  0.694712  -3.157711  0.064
H  0.401758  -0.864392  -3.684603  0.071
H  -3.031454  4.338295  -2.778951  0.140
H  -4.126585  3.421407  -3.830342  0.144
H  -5.749367  3.487418  -2.241785  0.167
H  -4.946980  4.793979  -1.645659  0.188
H  -5.461376  3.803483  1.123163  0.102
H  -6.618888  3.082081  -0.005624  0.086
H  -5.606508  2.052276  0.994025  0.106
H  -3.498717  4.420863  0.243916  0.136
C  3.186587  -0.921575  -1.349604  -0.092
O  3.565406  0.000151  -2.355594  -0.206
C  4.535763  0.945381  -1.940931  -0.205
C  5.929023  0.565351  -2.396437  -0.205
O  6.370607  -0.638444  -1.798674  -0.186
C  6.252330  -1.774347  -2.634026  -0.107
H  2.632859  -1.725293  -1.831006  0.068
H  4.055598  -1.346682  -0.841905  0.092
H  2.540402  -0.444598  -0.601335  0.080
H  4.522829  1.049956  -0.850206  0.127
H  4.270352  1.912900  -2.378455  0.124
H  6.624320  1.357863  -2.104701  0.127
H  5.950254  0.482417  -3.488771  0.127
H  6.996693  -1.750944  -3.437022  0.091
H  5.255278  -1.848770  -3.076544  0.079
H  6.435402  -2.649367  -2.012632  0.089
C  -0.057666  -6.516028  -2.767475  -0.109
O  0.871677  -6.178307  -3.778445  -0.183
C  0.862137  -4.811318  -4.138002  -0.207
C  1.980903  -4.036633  -3.474244  -0.210
O  1.838792  -3.992696  -2.065422  -0.215
C  2.669369  -4.913755  -1.376984  -0.090
H  0.169357  -7.531580  -2.448728  0.091
H  0.017962  -5.843889  -1.908683  0.080
H  -1.083285  -6.489120  -3.152518  0.088
H  -0.102552  -4.355494  -3.883748  0.123
H  0.988475  -4.751594  -5.223089  0.128
H  1.965668  -3.005659  -3.846008  0.114
H  2.945946  -4.476500  -3.747596  0.131
H  3.713708  -4.582342  -1.390549  0.089
H  2.608040  -5.912045  -1.816281  0.089
H  2.331301  -4.952874  -0.342429  0.079
C  2.741581  -5.060398  5.542393  -0.109
O  1.879281  -6.081428  5.077734  -0.186
C  1.020994  -5.677552  4.029505  -0.210
C  1.526185  -6.119901  2.672271  -0.210
O  2.752356  -5.499821  2.328244  -0.207
C  3.887604  -6.321412  2.538612  -0.104
H  3.470111  -5.530155  6.200368  0.091
H  3.264652  -4.567517  4.719128  0.082
H  2.186097  -4.307468  6.112444  0.088
H  0.892365  -4.588914  4.037157  0.125
H  0.042710  -6.135173  4.205288  0.126
H  0.787041  -5.841217  1.913878  0.121
H  1.630967  -7.210061  2.656153  0.129
H  3.947995  -7.108507  1.779176  0.090
H  3.870902  -6.784049  3.527755  0.086
H  4.765983  -5.683871  2.455350  0.091
C  -0.144104  3.837986  4.958698  -0.109
O  0.171067  4.842133  4.012117  -0.205
C  -0.630569  6.004131  4.118957  -0.212
C  0.064918  7.119043  4.872192  -0.210
O  0.299834  6.776177  6.222383  -0.187
C  1.631413  6.375997  6.493608  -0.104
H  0.660482  3.104874  4.931577  0.091
H  -0.223784  4.246169  5.968281  0.086
H  -1.086357  3.338557  4.702314  0.085
H  -1.580142  5.767948  4.613165  0.125
H  -0.850960  6.349925  3.103272  0.120
H  -0.578360  8.004321  4.858261  0.126
H  1.003432  7.375762  4.368853  0.128
H  2.312016  7.232868  6.461881  0.091
H  1.978227  5.620677  5.783998  0.083
H  1.641479  5.957345  7.497940  0.092

Atomic forces in eV per Å
C -0.08 0.01 0.01
C 0.13 0.00 -0.01
C 0.04 -0.02 -0.03
C -0.02 -0.03 0.05
C 0.03 -0.01 0.09
C 0.06 0.01 -0.03
C -0.14 0.03 0.01
C 0.07 0.02 0.08
C -0.07 0.02 0.02
C 0.09 0.15 -0.01
O -0.14 -0.10 0.09
C 0.06 0.03 -0.04
C -0.02 -0.01 0.11
C 0.03 -0.08 0.00
C 0.09 0.10 0.03
N -0.08 0.02 -0.13
C 0.08 -0.15 0.08
C -0.08 0.07 -0.06
O 0.05 0.24 -0.31
H 0.01 0.04 0.01
H 0.00 0.00 -0.01
H 0.02 -0.04 -0.02
H -0.02 -0.04 -0.03
H -0.05 0.05 0.02
H -0.01 -0.06 0.07
H -0.06 0.07 0.01
H -0.04 0.13 0.01
H 0.04 -0.03 -0.12
H 0.00 -0.07 -0.07
H 0.02 0.05 0.05
H -0.09 -0.05 -0.03
H 0.00 0.03 0.07
H -0.01 0.05 -0.07
H 0.00 -0.10 -0.04
H 0.00 -0.03 -0.04
H 0.04 0.01 0.03
H 0.02 0.01 0.00
H 0.02 -0.05 0.01
H -0.04 0.01 0.01
H 0.04 0.02 0.00
H -0.06 0.01 0.02
H 0.05 0.00 -0.07
H 0.01 0.08 0.03
H 0.07 -0.04 -0.02
H -0.02 -0.01 -0.06
H 0.02 -0.05 0.00
H -0.04 -0.03 0.03
H 0.03 -0.01 0.05
H 0.04 -0.03 0.02
H -0.05 0.02 -0.01
H 0.02 -0.02 -0.01
H 0.07 0.04 0.04
H -0.07 -0.25 0.21
C -0.02 -0.05 -0.01
O -0.03 0.03 -0.06
C -0.01 -0.01 0.05
C 0.05 0.00 -0.04
O -0.06 -0.01 0.04
C 0.01 0.00 0.00
H -0.03 0.01 0.05
H 0.01 0.01 0.00
H 0.02 0.03 0.01
H 0.00 0.01 0.00
H 0.00 0.00 0.00
H 0.00 0.00 0.00
H 0.00 0.00 0.01
H -0.01 0.01 -0.01
H 0.00 -0.01 0.01
H 0.02 0.00 -0.01
C 0.00 0.00 0.00
O 0.05 0.00 0.03
C -0.05 0.00 -0.02
C 0.06 0.03 0.00
O -0.10 -0.02 -0.03
C 0.01 -0.01 0.07
H -0.01 0.00 -0.01
H 0.00 -0.01 0.01
H 0.00 0.02 0.00
H 0.00 0.00 0.00
H 0.00 0.00 0.00
H 0.01 0.00 -0.01
H -0.01 0.00 0.00
H 0.00 0.00 -0.03
H -0.01 0.00 0.00
H 0.03 0.03 0.01
C 0.00 0.01 0.00
O 0.04 -0.04 -0.03
C -0.03 0.04 0.03
C 0.00 -0.04 -0.04
O -0.01 0.05 0.01
C 0.01 0.00 -0.01
H -0.01 0.00 0.01
H 0.01 -0.01 0.00
H -0.01 0.01 -0.02
H 0.00 0.00 0.00
H 0.00 0.00 0.00
H 0.00 0.00 0.00
H 0.00 0.01 0.00
H -0.02 -0.01 0.01
H 0.01 0.01 0.00
H 0.00 -0.01 -0.02
C 0.01 0.00 0.00
O 0.04 0.00 -0.03
C -0.04 -0.03 0.00
C 0.03 0.06 0.01
O -0.04 -0.08 -0.01
C 0.01 0.02 0.01
H -0.01 -0.01 -0.01
H 0.01 -0.01 0.00
H -0.01 0.01 0.01
H 0.00 0.00 0.00
H 0.01 0.01 0.00
H 0.01 0.01 -0.01
H 0.00 -0.01 0.00
H 0.00 0.00 -0.02
H 0.00 -0.01 0.01
H 0.01 0.02 0.00

The following is a DFT calculation (ωB97M-V/def2-TZVPD) of a single C5H8N2 molecule at a distorted geometry.

The calculation puts the highest occupied orbital energy (alpha / beta) at -8.08 / -8.30 eV. The value obtained for the orbital gap (alpha / beta) is 8.42 / 7.35 eV. The calculation puts the relative energy (zero: lowest compared OMol25 entry of this formula, charge and spin) at 398.5 kJ/mol. The calculation puts the LUMO energy (alpha / beta) at 0.3 / -1.0 eV.

Last column: natural (NBO) charge in e.
Cartesian coordinates (Å):
C  -2.599771  -0.498772  -0.267018  -0.440
N  -1.344636  0.181229  0.005642  -0.315
C  -0.226680  -0.456540  -0.151560  0.004
C  0.977576  0.254851  0.001060  -0.016
C  2.356302  -0.339381  0.050703  -0.647
C  0.699516  1.616411  0.327985  -0.118
N  -0.352540  2.288604  0.153667  -0.138
H  -3.081650  -0.085383  -1.157722  0.217
H  -3.269523  -0.335877  0.582827  0.210
H  -2.478790  -1.585948  -0.414397  0.174
H  -0.181104  -1.534202  -0.370300  0.173
H  3.104281  0.423086  -0.187614  0.226
H  2.431240  -1.118802  -0.713476  0.229
H  2.598960  -0.785462  1.017862  0.226
H  1.366826  1.976190  1.122342  0.216

Atomic forces in eV per Å
C 0.23 -0.20 0.12
N -0.51 -0.68 -0.16
C 0.16 -0.41 -0.10
C -0.33 -0.46 -0.13
C -0.31 0.18 -0.42
C -0.10 0.82 0.88
N 0.51 -0.24 -0.10
H 0.11 0.08 0.08
H 0.03 0.02 -0.16
H 0.02 0.24 -0.02
H -0.16 0.20 -0.04
H -0.07 -0.13 0.13
H 0.06 0.00 0.16
H -0.03 0.02 0.01
H 0.39 0.56 -0.24

The following is a DFT calculation (ωB97M-V/def2-TZVPD) of 3 unconnected molecules or ions with the total composition H5O3.

The calculation puts the highest occupied orbital energy at -3.77 eV. The value obtained for the orbital gap is 8.69 eV. The total charge is -1. The calculation puts the relative energy (zero: lowest compared OMol25 entry of this formula, charge and spin) at 31.2 kJ/mol. The calculation puts the LUMO energy at 4.9 eV.

Last column: natural (NBO) charge in e.
Cartesian coordinates (Å):
O  0.779743  0.249620  -0.277483  -1.257
H  0.453116  0.145628  -1.176812  0.401
O  0.771035  -2.172535  0.522782  -1.053
H  0.883886  -1.213245  0.084840  0.510
H  0.634313  -2.785248  -0.207091  0.425
O  -1.572750  1.932658  0.346658  -0.999
H  -0.979948  2.578352  0.736343  0.455
H  -0.969394  1.264771  -0.029237  0.518

Atomic forces in eV per Å
O -0.28 0.00 -0.23
H 0.11 0.08 -0.22
O 0.27 -0.03 -0.35
H -0.45 -0.02 0.60
H 0.03 0.13 0.05
O -0.57 0.29 -0.11
H 0.17 -0.14 -0.03
H 0.71 -0.31 0.28